133
Properties=species:S:1:pos:R:3:forces:R:3:mulliken_charge:R:1 method="wB97M-V/def2-TZVPD" total_charge=+2 e_above_lowest_kcal_mol=0.0 energy_ev=-91740.3286 s2=8.7695 gap_ev="7.051 / 7.017" homo_energy_ev="-11.5 / -12.2" multiplicity=6
Rh -2.333 -0.649 0.405 -0.52 -0.36 0.09 1.72
C -4.382 2.567 2.780 -0.01 -0.02 -0.05 -0.90
C -4.571 1.973 4.018 0.02 -0.07 -0.01 -0.55
C -4.372 0.605 4.160 0.03 0.17 -0.13 -0.82
C -3.966 -0.125 3.050 0.07 -0.38 -0.07 0.87
N -3.747 0.468 1.873 0.14 -0.11 -0.13 0.38
C -3.963 1.771 1.723 -0.02 0.01 0.13 -0.36
C -3.799 -1.622 3.066 -0.10 0.42 -0.03 0.21
C -4.157 -2.382 4.170 0.04 -0.21 -0.07 -0.97
C -4.071 -3.765 4.090 0.01 0.09 -0.03 -0.59
C -3.650 -4.345 2.907 0.00 0.00 -0.01 -1.25
C -3.305 -3.512 1.855 0.06 -0.05 0.00 -0.34
N -3.360 -2.189 1.932 0.00 0.24 0.18 0.80
H -4.555 3.622 2.624 -0.01 0.01 0.04 0.54
H -4.882 2.561 4.871 -0.01 0.03 0.00 0.45
H -4.535 0.133 5.116 0.00 -0.02 0.02 0.38
H -3.788 2.156 0.724 0.00 0.03 0.02 0.61
H -4.514 -1.923 5.078 -0.01 0.05 0.00 0.37
H -4.344 -4.374 4.941 0.00 -0.02 0.00 0.46
H -3.586 -5.417 2.791 0.00 -0.01 0.01 0.43
H -2.967 -3.917 0.908 -0.02 -0.01 -0.01 0.72
F 3.655 -3.155 -2.326 -0.04 -0.01 0.02 -0.33
C 2.855 -2.230 -2.900 0.07 0.13 -0.07 0.17
C 1.640 -1.964 -2.337 0.00 0.02 -0.05 0.20
C 0.822 -0.966 -2.875 -0.06 -0.09 0.10 0.29
C -0.478 -0.682 -2.238 -0.20 -0.04 0.16 1.34
O -0.872 -1.417 -1.315 0.10 0.06 0.02 -0.96
C -1.193 0.441 -2.778 0.14 -0.05 -0.04 -0.34
C -0.690 1.062 -3.882 -0.07 0.08 0.03 -0.36
N 0.463 0.749 -4.511 0.03 -0.10 0.03 0.52
C 0.895 1.511 -5.659 0.00 0.04 0.00 -0.38
C -0.121 1.926 -6.674 0.03 -0.02 -0.02 -1.00
C 0.878 0.858 -7.013 -0.01 0.04 0.01 -0.40
C 1.267 -0.254 -3.991 0.06 0.04 -0.08 -0.86
C 2.503 -0.563 -4.575 -0.10 -0.05 0.05 -0.62
C 3.316 -1.548 -4.041 -0.01 -0.13 0.13 -0.94
N 4.556 -1.835 -4.658 -0.03 0.12 -0.12 0.31
C 5.466 -0.745 -4.958 0.05 0.08 0.08 -0.73
C 5.993 -0.937 -6.385 0.05 -0.10 -0.09 -0.74
N 5.955 -2.418 -6.682 -0.07 0.03 0.00 -0.15
C 6.376 -3.206 -5.475 0.04 0.01 -0.12 -0.76
C 5.274 -3.076 -4.413 0.01 -0.09 0.06 -0.68
C -2.507 1.022 -2.266 -0.05 0.05 -0.12 0.05
O -3.148 1.707 -3.048 -0.01 0.01 -0.04 -0.75
O -2.826 0.825 -1.041 0.16 -0.03 0.25 -0.52
H 1.319 -2.503 -1.455 -0.03 -0.01 0.04 0.32
H -1.259 1.877 -4.307 -0.01 -0.01 0.01 0.79
H 1.700 2.203 -5.440 -0.02 0.01 -0.01 0.49
H -0.005 2.906 -7.113 0.00 0.01 -0.01 0.26
H -1.144 1.613 -6.526 -0.01 0.00 0.01 0.32
H 1.677 1.096 -7.700 0.01 -0.01 -0.02 0.31
H 0.509 -0.157 -7.058 0.00 -0.02 -0.01 0.21
H 2.809 -0.046 -5.472 0.03 0.01 -0.03 0.87
H 6.298 -0.725 -4.244 0.00 0.01 -0.02 0.32
H 4.962 0.215 -4.881 -0.01 -0.02 -0.01 0.52
H 7.025 -0.611 -6.503 -0.02 0.03 0.01 0.37
H 5.372 -0.454 -7.137 0.00 0.03 0.04 0.43
H 6.528 -2.640 -7.495 0.02 0.01 0.02 0.34
H 4.987 -2.665 -6.901 0.02 -0.02 0.01 0.37
H 7.325 -2.775 -5.157 -0.01 -0.05 0.03 0.36
H 6.543 -4.238 -5.775 -0.01 0.01 0.04 0.39
H 5.749 -3.125 -3.428 -0.02 0.00 -0.02 0.40
H 4.580 -3.912 -4.491 0.00 0.01 0.02 0.51
C -0.496 5.797 8.343 -0.02 0.04 0.04 -1.64
C -0.534 4.835 7.193 0.01 -0.01 -0.03 0.53
C -0.661 5.286 5.885 0.00 0.00 -0.01 -0.81
C -0.684 4.416 4.803 0.02 -0.01 0.08 0.58
C -0.824 4.984 3.420 -0.04 0.05 -0.12 -1.53
C -0.569 3.043 5.059 0.00 0.12 0.20 0.53
Te -0.680 1.687 3.467 -0.11 -0.13 -0.20 0.33
N -0.791 -0.613 1.668 0.11 0.04 -0.50 0.29
C 0.277 -1.043 2.289 -0.08 -0.13 0.07 0.38
O 0.749 -0.487 3.318 0.00 0.06 0.22 -0.57
C 0.961 -2.271 1.766 0.10 0.06 0.00 0.09
C 2.319 -2.437 2.022 -0.03 0.04 -0.02 -0.59
C 2.972 -3.578 1.587 0.01 0.00 0.00 -0.75
C 2.267 -4.569 0.915 0.01 0.00 0.00 -0.57
C 0.910 -4.412 0.671 0.01 0.04 -0.03 -0.66
C 0.259 -3.261 1.087 -0.02 0.01 -0.04 0.36
C 0.958 2.378 2.353 -0.03 0.03 0.04 0.81
C 2.206 2.481 2.979 0.03 0.06 -0.08 0.67
C 2.442 2.132 4.419 0.07 -0.03 0.09 -1.64
C 3.274 2.947 2.222 0.02 -0.01 0.04 -1.02
C 3.133 3.298 0.887 -0.05 0.00 -0.03 0.69
C 4.300 3.805 0.089 0.07 0.02 -0.03 -1.55
C 1.883 3.170 0.299 0.00 -0.02 0.03 -0.84
C 0.777 2.715 1.008 0.14 -0.02 0.02 1.07
C -0.533 2.648 0.282 -0.13 0.05 0.03 -0.84
C -0.451 2.553 6.365 -0.01 0.05 -0.02 0.85
C -0.287 1.096 6.699 -0.01 -0.13 -0.02 -2.04
C -0.437 3.467 7.411 -0.01 0.01 -0.02 -0.72
H -0.799 6.796 8.036 0.00 0.01 0.00 0.37
H 0.513 5.865 8.755 0.01 -0.01 0.00 0.32
H -1.154 5.471 9.148 0.00 0.00 0.01 0.40
H -0.756 6.350 5.699 0.00 0.02 0.00 0.41
H -1.241 5.989 3.469 0.03 0.02 -0.02 0.51
H -1.487 4.388 2.786 -0.02 -0.03 0.03 0.06
H 0.140 5.041 2.911 0.02 0.00 0.01 0.33
H 2.844 -1.665 2.570 0.01 0.00 0.00 0.54
H 4.027 -3.705 1.789 0.01 -0.01 0.00 0.45
H 2.775 -5.468 0.593 0.00 -0.02 -0.01 0.44
H 0.356 -5.188 0.158 0.01 -0.02 0.00 0.45
H -0.797 -3.132 0.894 0.03 0.04 0.00 0.01
H 1.914 1.224 4.714 -0.02 -0.03 -0.04 0.13
H 2.122 2.942 5.077 0.00 -0.01 -0.01 0.32
H 3.505 1.964 4.592 0.00 0.00 0.00 0.52
H 4.246 3.032 2.694 0.02 0.00 0.00 0.40
H 5.213 3.822 0.681 0.00 0.00 0.01 0.38
H 4.115 4.818 -0.272 -0.01 0.01 0.00 0.34
H 4.474 3.176 -0.786 0.00 -0.01 -0.01 0.31
H 1.753 3.436 -0.745 0.00 0.01 -0.02 0.52
H -0.400 2.218 -0.710 0.01 0.01 -0.01 -0.07
H -0.951 3.650 0.153 -0.01 0.00 -0.01 0.51
H -1.283 2.042 0.787 0.02 -0.01 0.01 -0.46
H -0.562 0.418 5.887 -0.01 0.05 0.00 0.13
H -0.893 0.833 7.565 0.02 0.00 0.03 0.57
H 0.753 0.879 6.947 0.01 0.00 0.01 0.33
H -0.345 3.098 8.426 0.00 -0.02 0.03 0.50
C -5.941 -2.524 -3.593 -0.03 -0.02 -0.02 -1.60
C -4.804 -3.320 -2.941 0.09 0.10 0.10 2.11
C -3.652 -3.524 -3.932 0.01 -0.02 -0.02 -1.56
C -5.305 -4.663 -2.400 -0.01 -0.02 -0.03 -1.67
C -4.293 -2.523 -1.810 -0.19 0.07 -0.04 -0.48
N -3.934 -1.870 -0.938 0.25 -0.05 0.04 -0.47
H -6.314 -3.086 -4.450 -0.01 0.01 -0.01 0.42
H -5.591 -1.551 -3.936 0.01 0.01 -0.01 0.36
H -6.765 -2.368 -2.898 0.00 -0.01 0.01 0.40
H -4.007 -4.136 -4.762 -0.01 0.00 -0.02 0.45
H -2.809 -4.032 -3.464 0.00 -0.01 0.02 0.33
H -3.307 -2.569 -4.328 0.01 0.02 0.00 0.30
H -5.693 -5.255 -3.229 -0.01 0.00 -0.01 0.43
H -6.105 -4.522 -1.675 -0.01 0.01 0.01 0.38
H -4.498 -5.222 -1.928 0.01 -0.01 0.01 0.36